Entry 1:
{
  "formula": "C7H16N4",
  "method": "wB97M-V/def2-TZVPD",
  "symbols": ["C", "C", "C", "C", "C", "C", "C", "N", "N", "N", "N", "H", "H", "H", "H", "H", "H", "H", "H", "H", "H", "H", "H", "H", "H", "H", "H"],
  "coordinates": [[1.519598, -0.938276, -1.043842], [1.731221, -0.821664, 0.351145], [0.521688, -0.409224, -1.827004], [0.888982, -0.339882, 1.192208], [-0.301575, 0.449971, 0.826292], [-1.158312, -0.128591, -0.372833], [0.157487, 1.865945, 0.543052], [0.366971, -0.109242, -3.096787], [-2.162511, 0.608898, -0.945266], [1.219467, -0.153394, 2.618585], [-1.680807, -1.517002, -0.063109], [2.456860, -1.314389, -1.556313], [2.661674, -1.281461, 0.665722], [-0.978154, 0.504743, 1.675330], [0.907602, 1.857475, -0.180341], [0.588539, 2.427385, 1.346197], [-0.693358, 2.531023, 0.169276], [-0.542834, -0.064766, -3.539094], [0.944756, 0.609627, -3.458281], [-2.931741, 0.291575, -1.538095], [-1.972926, 1.537771, -1.112056], [1.796384, 0.685208, 2.780975], [1.628517, -0.948417, 3.142948], [0.313538, -0.068479, 3.068770], [-1.147172, -1.770261, 0.753381], [-1.520373, -2.172706, -0.804358], [-2.613520, -1.331868, 0.403498]],
  "atomic_forces_ev_per_a": [[1.35, 0.61, -3.57], [1.65, -2.22, -1.27], [-1.40, -1.46, 4.68], [-1.53, 0.76, 1.76], [-1.99, 0.42, -0.97], [3.36, -0.56, -2.31], [-2.44, 1.55, -0.63], [-0.75, 0.08, -0.22], [-1.27, -1.04, 0.65], [0.05, -0.53, 0.72], [-0.18, 2.75, 2.29], [-1.25, 0.47, 0.21], [0.03, 0.14, 0.28], [-0.51, -0.08, 0.37], [1.16, -0.10, -1.55], [0.02, -0.06, 1.02], [1.10, -0.86, 0.53], [-0.16, -0.23, 0.33], [1.08, 0.46, -0.58], [0.72, -0.49, 0.37], [0.49, 2.32, -0.29], [-0.23, -0.17, 0.18], [0.34, 0.21, -0.75], [-0.06, 0.66, 0.57], [0.79, -0.96, 0.19], [-0.64, -0.67, -0.53], [0.28, -1.00, -1.51]],
  "homo_ev": -14.77,
  "energy_ev": -13458.99830,
  "e_above_lowest_kcal_mol": 86.2,
  "charge": 2
}

Entry 2:
{
  "formula": "C3H7NO2",
  "method": "wB97M-V/def2-TZVPD",
  "symbols": ["C", "O", "C", "C", "N", "O", "H", "H", "H", "H", "H", "H", "H"],
  "coordinates": [[-1.045096, -1.138566, -1.178652], [-1.013071, -0.416779, 0.035394], [-0.626763, 0.914901, -0.115784], [0.476982, 1.419008, 0.473810], [1.282062, -0.001562, 1.205364], [1.109469, 2.422785, 0.698339], [-0.035605, -1.302972, -1.586143], [-1.640236, -0.616036, -1.939140], [-1.511635, -2.104612, -0.963954], [-1.311669, 1.580414, -0.630790], [1.930174, -0.399829, 0.532504], [1.800231, 0.342116, 2.009998], [0.585156, -0.698868, 1.459055]],
  "atomic_forces_ev_per_a": [[-0.06, -0.18, -0.23], [0.04, 0.08, 0.09], [0.06, 0.20, 0.03], [0.13, 0.09, -0.02], [0.05, -0.04, 0.09], [-0.23, -0.39, -0.11], [-0.12, 0.08, 0.08], [0.08, -0.06, 0.13], [0.08, 0.13, -0.06], [0.07, -0.06, 0.08], [-0.05, 0.06, 0.05], [-0.11, 0.01, -0.10], [0.08, 0.08, -0.02]],
  "homo_ev": -7.47,
  "energy_ev": -8807.50344,
  "e_above_lowest_kcal_mol": 69.8,
  "smiles": "CO/C=C(\\[NH3+])[O-]",
  "charge": 0
}

Entry 3:
{
  "formula": "C38H47N4OPtS2",
  "method": "wB97M-V/def2-TZVPD",
  "symbols": ["Pt", "C", "C", "C", "C", "C", "C", "C", "N", "C", "C", "C", "C", "C", "C", "C", "C", "C", "C", "N", "C", "C", "C", "N", "C", "C", "C", "C", "C", "C", "C", "C", "C", "C", "C", "C", "C", "C", "N", "C", "C", "H", "H", "H", "H", "H", "H", "H", "H", "H", "H", "H", "H", "H", "H", "H", "H", "H", "H", "H", "H", "H", "H", "H", "H", "H", "H", "H", "H", "H", "H", "H", "H", "H", "H", "H", "H", "H", "H", "H", "H", "H", "H", "H", "H", "C", "O", "C", "S", "S", "H", "H", "H"],
  "coordinates": [[0.206310, -0.304403, 0.086197], [6.067153, 0.465026, -2.199033], [5.401154, 1.414824, -1.193979], [4.307490, 0.748247, -0.416676], [4.436014, 0.016127, 0.722217], [5.775882, -0.206269, 1.386016], [5.872267, -1.068851, 2.644297], [3.098261, -0.433357, 1.065422], [2.209339, 0.014747, 0.130676], [2.915380, 0.737305, -0.778114], [2.395479, 1.351879, -1.905324], [1.082969, 1.351170, -2.302345], [0.574417, 1.997857, -3.497074], [1.375775, 2.792878, -4.483708], [1.255520, 4.303567, -4.247208], [-0.758722, 1.784607, -3.509855], [-1.065027, 0.997501, -2.329616], [-2.332581, 0.589470, -1.979879], [-2.662430, -0.170262, -0.882715], [-1.779308, -0.636722, 0.038505], [-2.511970, -1.297245, 0.974610], [-2.000965, -1.954139, 2.072503], [-0.672903, -1.995867, 2.444623], [0.338622, -1.380010, 1.783736], [1.477378, -1.637524, 2.486782], [2.736222, -1.190693, 2.168865], [1.174477, -2.458915, 3.640053], [-0.159102, -2.687854, 3.610433], [-0.986840, -3.463842, 4.587183], [-1.687256, -2.557760, 5.609740], [2.181726, -3.005013, 4.605190], [2.954059, -4.200965, 4.027878], [-3.921198, -1.250966, 0.629143], [-4.013691, -0.574535, -0.534470], [-5.249561, -0.326294, -1.340589], [-5.699826, -1.586255, -2.095204], [-5.036242, -1.767713, 1.483650], [-5.261644, -0.875613, 2.714552], [0.066628, 0.753122, -1.621814], [-1.755560, 2.220162, -4.538220], [-2.222506, 1.065446, -5.437092], [6.824229, 0.980964, -2.794935], [5.318579, 0.048748, -2.876871], [6.548312, -0.370284, -1.686370], [5.001316, 2.276052, -1.731500], [6.152452, 1.802740, -0.502640], [6.193567, 0.778624, 1.619536], [6.446229, -0.637092, 0.637027], [5.335730, -0.623019, 3.483994], [6.919927, -1.161640, 2.936159], [5.487947, -2.076205, 2.475030], [3.092030, 1.894068, -2.532539], [1.039967, 2.553873, -5.495346], [2.426700, 2.503934, -4.428822], [0.226484, 4.634303, -4.392926], [1.898877, 4.864969, -4.930314], [1.539082, 4.552309, -3.221949], [-3.144649, 0.925516, -2.608902], [-2.705935, -2.479656, 2.704914], [3.509547, -1.454576, 2.872207], [-0.353011, -4.179397, 5.114152], [-1.737128, -4.048372, 4.049384], [-0.951612, -1.979226, 6.173092], [-2.281758, -3.143731, 6.314881], [-2.349392, -1.848144, 5.108904], [1.669743, -3.314358, 5.517935], [2.887371, -2.221273, 4.893868], [2.269488, -5.025322, 3.815472], [3.719843, -4.555159, 4.723206], [3.440231, -3.926110, 3.089091], [-5.078343, 0.482939, -2.046868], [-6.040757, 0.023666, -0.676420], [-4.914162, -1.926618, -2.775005], [-6.600544, -1.388769, -2.682002], [-5.914100, -2.406788, -1.405085], [-4.828112, -2.795053, 1.798830], [-5.952628, -1.791484, 0.892197], [-4.362023, -0.826282, 3.331648], [-6.082506, -1.255568, 3.329206], [-5.496993, 0.143111, 2.400948], [-1.314706, 3.000345, -5.161516], [-2.617702, 2.666850, -4.033700], [-1.363892, 0.528652, -5.849110], [-2.828362, 1.436409, -6.266998], [-2.820093, 0.347160, -4.873592], [-1.268301, 4.732977, -1.551483], [-2.640854, 4.362762, -1.457366], [-3.038308, 3.556941, -0.424911], [-4.703863, 3.237239, -0.428189], [-1.901393, 3.017897, 0.699380], [-1.161270, 5.199729, -2.532028], [-0.615283, 3.865345, -1.466517], [-1.005162, 5.443136, -0.766514]],
  "atomic_forces_ev_per_a": [[0.07, -0.10, -0.03], [-0.05, 0.03, 0.02], [-0.02, -0.15, -0.07], [-0.04, 0.10, -0.12], [-0.05, -0.09, 0.17], [-0.11, -0.04, 0.10], [-0.01, 0.06, -0.08], [0.20, 0.03, 0.08], [-0.08, 0.04, -0.03], [0.14, -0.02, -0.04], [0.14, 0.09, -0.02], [0.12, 0.11, -0.03], [0.16, 0.02, -0.02], [-0.01, 0.09, 0.13], [0.07, -0.05, 0.00], [-0.22, -0.13, 0.02], [0.01, 0.15, -0.03], [-0.21, -0.06, -0.05], [-0.06, 0.02, -0.15], [0.00, 0.10, 0.08], [-0.06, -0.16, 0.12], [-0.20, 0.01, -0.02], [0.02, -0.05, 0.09], [0.00, -0.03, 0.05], [0.08, 0.01, 0.06], [0.19, 0.02, 0.05], [0.12, -0.02, -0.03], [-0.18, -0.03, -0.06], [-0.09, 0.17, 0.04], [0.02, -0.02, -0.05], [0.06, -0.05, -0.12], [-0.04, 0.08, 0.01], [0.04, -0.09, 0.13], [0.00, 0.11, -0.10], [0.06, -0.13, -0.03], [0.03, 0.07, 0.03], [0.10, 0.13, 0.11], [-0.01, -0.05, -0.05], [-0.13, -0.09, -0.14], [-0.10, -0.13, 0.05], [0.05, 0.03, 0.03], [-0.02, -0.02, 0.03], [0.04, 0.02, 0.01], [-0.02, 0.01, -0.02], [0.01, 0.05, 0.04], [0.03, 0.02, 0.00], [0.04, 0.00, -0.01], [0.02, 0.01, -0.02], [0.01, -0.05, -0.03], [-0.01, 0.01, 0.01], [0.01, 0.03, 0.02], [0.00, -0.05, 0.03], [0.02, -0.01, -0.03], [0.01, -0.04, -0.05], [0.03, 0.01, 0.02], [-0.04, -0.03, 0.02], [-0.02, 0.00, -0.04], [-0.02, 0.00, 0.01], [-0.01, 0.04, -0.01], [-0.01, -0.02, -0.10], [0.01, -0.04, -0.02], [0.01, -0.04, 0.00], [-0.03, -0.02, -0.02], [0.02, 0.02, -0.02], [0.04, -0.02, 0.03], [0.02, 0.04, 0.05], [-0.01, 0.01, 0.02], [0.04, 0.02, 0.00], [-0.05, 0.01, -0.03], [-0.01, -0.03, 0.04], [-0.03, 0.11, 0.03], [-0.04, 0.03, 0.00], [-0.04, 0.01, 0.02], [0.03, -0.01, 0.01], [0.02, 0.05, -0.04], [-0.04, -0.01, 0.00], [-0.01, -0.07, -0.01], [-0.04, 0.01, -0.03], [0.03, 0.02, -0.03], [0.02, -0.03, 0.02], [0.02, 0.02, 0.03], [0.02, 0.06, -0.04], [-0.04, 0.04, -0.01], [0.00, -0.01, 0.04], [0.03, 0.00, -0.02], [-0.18, -0.02, -0.04], [0.13, -0.14, -0.05], [-0.01, 0.05, 0.27], [0.24, -0.07, -0.15], [-0.21, 0.04, -0.14], [-0.05, 0.01, 0.04], [0.02, -0.01, 0.00], [0.03, -0.01, 0.05]],
  "homo_ev": -3.48,
  "energy_ev": -73099.49593,
  "charge": -1
}

Entry 4:
{
  "formula": "C24H35ClF9N3O13S5",
  "method": "wB97M-V/def2-TZVPD",
  "symbols": ["C", "C", "C", "Cl", "C", "C", "C", "C", "C", "F", "F", "C", "F", "F", "S", "F", "F", "F", "F", "F", "C", "C", "C", "C", "N", "C", "N", "S", "N", "C", "C", "C", "O", "C", "H", "H", "H", "H", "H", "H", "H", "H", "H", "H", "H", "H", "H", "H", "H", "H", "H", "H", "H", "H", "H", "H", "H", "O", "S", "O", "O", "C", "C", "O", "H", "H", "H", "H", "O", "S", "O", "O", "C", "C", "O", "H", "H", "H", "H", "O", "S", "O", "O", "C", "C", "O", "H", "H", "H", "H"],
  "coordinates": [[-2.420624, -4.243029, -0.272615], [-2.929791, -3.093268, -1.280624], [-1.704076, -2.382231, -2.014488], [-2.068628, -2.075557, -3.791298], [-1.226563, -1.077103, -1.259733], [0.234129, -0.926721, -0.779739], [1.296761, -2.049564, -1.079576], [1.415819, -2.257370, -2.646532], [2.698418, -1.550332, -3.288291], [3.388330, -0.748987, -2.393600], [3.582997, -2.629678, -3.564645], [2.412171, -0.886077, -4.692194], [1.512297, -1.640697, -5.430680], [3.590270, -0.913785, -5.431068], [1.800171, 0.884744, -4.674492], [3.220290, 1.476025, -4.137633], [1.142039, 0.774897, -3.187611], [0.346369, 0.388554, -5.310782], [2.319800, 1.058978, -6.242074], [1.255616, 2.426105, -4.753996], [0.719228, 0.243395, -0.029226], [2.207462, 0.366484, 0.500438], [2.409733, -0.598376, 1.778503], [1.987773, 0.094559, 3.145294], [2.961174, 1.184265, 3.461396], [-0.243232, 1.411118, 0.283294], [0.038872, 2.605830, 0.949428], [-1.414878, 3.494162, 0.928448], [-2.403298, 2.395409, 0.092073], [-1.694494, 1.274490, -0.232013], [-2.157816, 0.038696, -0.984183], [-3.673836, 0.074491, -1.443597], [-3.812779, 1.193400, -2.348055], [-3.525715, 0.837686, -3.696081], [-1.334386, -4.483703, -0.406124], [-3.011610, -5.194556, -0.403340], [-2.616921, -3.903623, 0.788644], [-3.531040, -3.640673, -2.067570], [-3.544460, -2.396144, -0.658946], [-0.880927, -3.157454, -2.020387], [2.267255, -1.913841, -0.541441], [0.845059, -3.007781, -0.667548], [1.415299, -3.346162, -2.921441], [0.535451, -1.777832, -3.175135], [2.365480, 1.422001, 0.882533], [2.990832, 0.199889, -0.284266], [1.787784, -1.522308, 1.566396], [3.482713, -0.956646, 1.865381], [1.969852, -0.682637, 3.969297], [0.975392, 0.581709, 3.006940], [3.855254, 0.895757, 3.048572], [2.663066, 2.038459, 2.980201], [-4.000389, -0.846637, -1.994584], [-4.291152, 0.285770, -0.520623], [-3.877262, 1.615053, -4.441043], [-4.000476, -0.139720, -4.019304], [-2.411783, 0.725692, -3.875083], [1.672418, 5.520529, 3.124926], [3.047596, 5.609490, 2.766183], [4.096258, 5.456568, 3.714327], [3.292441, 6.990122, 1.963203], [3.819086, 6.702906, 0.665942], [3.275322, 5.327744, 0.310354], [3.308766, 4.594488, 1.535670], [4.909938, 6.691160, 0.734995], [3.510035, 7.466034, -0.047085], [3.871642, 4.829580, -0.452245], [2.235368, 5.385308, -0.022544], [-3.647197, 1.295215, 2.488863], [-5.068273, 1.382429, 2.376328], [-5.827664, 0.540187, 1.515325], [-5.452789, 2.920831, 2.062873], [-6.326772, 3.415581, 3.078646], [-5.973472, 2.627418, 4.326174], [-5.706248, 1.303616, 3.860581], [-7.356341, 3.221726, 2.766599], [-6.185454, 4.487094, 3.213534], [-6.779854, 2.622404, 5.057592], [-5.062521, 3.012345, 4.792642], [-0.314696, -4.900774, 1.671056], [0.807761, -4.505167, 2.455395], [0.727636, -3.503507, 3.460263], [2.019902, -4.135853, 1.448928], [3.151904, -4.960462, 1.735214], [2.574576, -6.245466, 2.299639], [1.469749, -5.829642, 3.104777], [3.770224, -4.445660, 2.475035], [3.736257, -5.132163, 0.832075], [3.297485, -6.799794, 2.895588], [2.189897, -6.889410, 1.503970]],
  "atomic_forces_ev_per_a": [[-0.55, 0.54, 0.16], [0.50, -1.36, 0.00], [0.04, -0.11, 1.58], [0.32, -0.26, 0.80], [-0.34, 2.98, 1.07], [0.48, 2.36, 1.45], [-1.75, -0.49, -0.22], [0.11, 1.32, -0.36], [0.03, -2.71, 1.22], [-1.00, -0.53, -1.64], [-0.78, 1.64, 0.03], [1.52, -1.60, -1.66], [1.51, 0.92, 1.66], [-1.66, 0.36, 1.35], [-1.94, 2.50, -2.14], [-1.54, -1.08, -0.18], [1.23, -0.06, -1.34], [1.52, 0.89, 1.10], [-0.40, -0.17, 1.94], [0.60, -1.74, 0.25], [-1.19, -0.42, -0.81], [-0.59, 0.17, 1.02], [-0.56, -0.37, -0.49], [0.18, 0.00, -1.00], [-0.41, -0.56, -0.38], [-0.50, -0.47, -0.54], [-2.20, -2.23, -1.80], [0.51, -3.46, -1.41], [1.63, -0.60, 0.09], [1.92, 0.94, 0.96], [1.36, -1.54, -0.13], [1.15, 0.63, -0.02], [-0.46, -0.65, -0.23], [0.58, -0.22, -1.28], [-1.05, 0.26, 0.19], [0.61, 1.01, -0.03], [0.58, -0.45, -1.18], [0.43, 1.05, 0.82], [0.47, -0.51, -1.00], [-0.91, 1.13, -0.13], [-0.94, 0.08, -0.73], [0.67, 0.99, -0.44], [0.32, 1.15, 0.10], [0.85, -0.70, 0.78], [-0.30, -1.08, -0.64], [-0.95, -0.04, 0.62], [0.69, 0.97, 0.53], [-1.03, 0.52, -0.12], [-0.10, 0.98, -0.93], [0.97, -0.79, 0.38], [-0.30, 0.44, 0.33], [0.26, -0.37, 0.24], [0.34, 0.72, 0.83], [0.47, -0.27, -1.19], [0.18, -0.54, 1.32], [0.35, 1.02, 0.59], [-1.08, 0.08, 0.32], [0.49, 0.20, 0.09], [-0.01, -0.07, -0.16], [-0.43, -0.13, -0.16], [-0.43, -0.55, 0.05], [0.46, -0.16, -0.30], [-0.44, 0.29, -0.34], [0.37, 0.43, 0.45], [-0.04, -0.01, -0.04], [-0.12, 0.04, 0.22], [0.04, -0.14, 0.24], [0.05, 0.02, -0.04], [-0.85, -0.21, -0.20], [0.32, 0.44, 0.27], [0.43, 0.01, 0.26], [0.36, -0.49, 0.36], [-0.57, 0.01, 0.12], [0.36, 0.47, 0.22], [-0.17, -0.01, -0.72], [0.02, 0.03, 0.05], [0.18, -0.09, -0.17], [0.02, -0.26, -0.11], [-0.07, 0.05, 0.00], [0.44, 0.34, 0.40], [0.27, -0.27, 0.08], [-0.22, -0.33, -0.30], [-0.53, -0.45, 0.14], [0.50, -0.03, 0.37], [0.04, -0.28, -0.54], [0.03, 0.73, -0.05], [0.00, -0.04, -0.03], [-0.22, 0.13, -0.06], [-0.19, 0.11, 0.18], [0.08, 0.01, 0.00]],
  "homo_ev": -8.26,
  "energy_ev": -147690.94704,
  "e_above_lowest_kcal_mol": 0.0,
  "smiles": "CC[C@@H](Cl)c1c(CCC(F)(F)C(F)(F)S(F)(F)(F)(F)F)c(CCCN)c2nsnc2c1COC.O=S1(=O)OCCO1.O=S1(=O)OCCO1.O=S1(=O)OCCO1",
  "charge": 0
}

| no. | largest force on an atom (eV/Å) |
| --- | --- |
| 1 | 5.104 |
| 2 | 0.464 |
| 3 | 0.290 |
| 4 | 3.820 |